Entry 1:
8 unconnected molecules or ions with the total composition C14H29BrN11O15S at a distorted geometry. Source: OMol25; level of theory: ωB97M-V/def2-TZVPD.

Cartesian coordinates (Å):
C: -1.048 -2.699 -0.180
C: 0.250 -2.901 0.609
N: 0.257 -2.298 1.965
N: 0.436 -0.909 1.876
N: -0.668 -0.193 1.817
C: -0.523 1.091 1.682
O: -1.670 1.849 1.601
C: -2.578 1.321 0.816
N: -3.403 1.026 0.071
C: 0.729 1.716 1.631
S: 0.861 3.467 1.447
C: 1.860 0.959 1.737
C: 1.680 -0.426 1.851
Br: 3.144 -1.553 1.950
H: -0.848 -2.283 -1.161
H: -1.765 -2.059 0.332
H: -1.535 -3.657 -0.305
H: 1.092 -2.483 0.061
H: 0.481 -3.956 0.723
H: -0.637 -2.439 2.424
H: 0.197 3.629 0.289
H: 2.853 1.378 1.731
C: 2.958 2.575 -2.059
N: 3.601 1.495 -1.271
O: 3.833 0.440 -1.809
O: 3.849 1.738 -0.096
H: 2.790 2.213 -3.062
H: 2.032 2.816 -1.564
H: 3.636 3.426 -2.055
C: -1.481 2.640 -4.027
N: -0.063 2.438 -3.622
O: 0.791 2.550 -4.468
O: 0.145 2.166 -2.448
H: -1.503 2.870 -5.085
H: -2.014 1.718 -3.812
H: -1.875 3.462 -3.437
C: -5.294 -1.522 -1.876
N: -4.270 -2.198 -2.720
O: -4.464 -2.248 -3.914
O: -3.296 -2.660 -2.153
H: -6.090 -1.171 -2.521
H: -5.665 -2.252 -1.164
H: -4.808 -0.694 -1.367
C: 6.938 1.512 0.659
N: 7.630 2.825 0.740
O: 8.171 3.120 1.788
O: 7.597 3.523 -0.250
H: 7.044 1.007 1.612
H: 5.896 1.721 0.434
H: 7.404 0.944 -0.141
C: -2.718 -7.488 -1.277
N: -1.953 -6.222 -1.104
O: -1.477 -5.994 -0.005
O: -1.858 -5.504 -2.072
H: -2.718 -8.020 -0.334
H: -3.726 -7.218 -1.578
H: -2.223 -8.061 -2.054
C: 5.880 4.387 3.809
N: 4.744 3.714 3.124
O: 3.898 4.402 2.596
O: 4.728 2.494 3.134
H: 5.747 5.457 3.712
H: 5.857 4.078 4.850
H: 6.795 4.056 3.326
C: -7.413 -0.193 2.066
N: -7.984 -0.772 0.818
O: -8.856 -1.603 0.928
O: -7.530 -0.362 -0.233
H: -7.911 -0.649 2.913
H: -6.349 -0.413 2.067
H: -7.587 0.878 2.036

Force components x, y, z for each atom (eV/Å):
C 0.079 -0.188 0.228
C -0.113 0.025 -0.399
N 0.274 0.082 -0.040
N -0.083 -1.002 0.099
N -0.012 0.422 -0.120
C 0.257 -0.582 0.201
O 0.167 -0.515 -0.277
C -0.277 0.588 -0.085
N 0.058 -0.245 0.163
C -0.158 1.518 -0.608
S 0.451 0.371 0.210
C -0.426 -0.725 0.373
C 0.272 0.266 0.138
Br -0.172 0.066 0.014
H -0.111 0.019 -0.109
H 0.070 0.196 0.013
H -0.052 -0.012 -0.185
H 0.139 0.083 0.119
H -0.085 -0.073 0.227
H -0.051 0.081 -0.002
H -0.289 -0.381 0.130
H 0.060 0.130 0.004
C 0.589 0.130 -0.130
N 0.007 0.018 -0.092
O -0.006 -0.035 0.058
O -0.064 0.033 -0.140
H -0.049 -0.067 -0.023
H -0.027 0.091 0.090
H 0.017 -0.031 0.113
C -0.046 0.018 -0.143
N -0.263 -0.012 -0.061
O 0.087 -0.021 0.085
O -0.340 -0.037 -0.050
H 0.063 -0.007 -0.004
H -0.003 0.019 0.090
H -0.012 -0.057 0.074
C -0.099 0.083 -0.087
N -0.043 -0.013 -0.022
O 0.051 0.024 -0.026
O -0.078 0.078 0.042
H -0.004 -0.037 -0.023
H 0.063 0.001 0.039
H 0.033 -0.069 0.072
C 0.016 -0.128 0.108
N 0.013 -0.035 -0.110
O -0.006 0.060 0.037
O -0.012 -0.009 0.067
H 0.025 0.060 0.031
H 0.113 -0.082 -0.029
H -0.036 0.074 -0.071
C -0.025 -0.111 0.160
N -0.093 -0.201 -0.011
O 0.034 0.041 -0.050
O 0.108 0.044 0.072
H 0.033 0.040 0.023
H 0.031 0.017 -0.100
H -0.042 0.057 -0.074
C 0.038 0.161 0.013
N -0.009 0.062 -0.010
O -0.004 -0.036 0.025
O -0.023 -0.082 -0.039
H -0.061 -0.007 -0.032
H 0.025 -0.088 -0.019
H -0.012 -0.079 0.048
C -0.067 -0.028 0.155
N -0.058 0.009 0.023
O 0.022 -0.025 -0.028
O 0.060 -0.008 0.017
H -0.036 -0.030 -0.035
H 0.020 0.078 -0.068
H 0.073 0.012 -0.059

Total charge: +1
2S+1: 1
LUMO level in eV: -4.7
HOMO energy in eV: -12.8
DFT total energy in eV: -142940.481

These are the Löwdin partial charges, in e, on atoms 1 to 6: number 1, C, carries -0.081; number 2, C, carries -0.213; number 3, N, carries 0.009; number 4, N, carries -0.124; number 5, N, carries 0.250; number 6, C, carries -0.283

=====

Entry 2:
A molecular structure, C14H29Cl6N7O12 at a distorted geometry. Source: OMol25; level of theory: ωB97M-V/def2-TZVPD.

Cartesian coordinates (Å):
N: -0.812 -16.024 17.446
C: -1.463 -15.903 16.182
C: -2.822 -16.130 16.021
C: -3.550 -16.420 17.128
C: -2.945 -16.562 18.374
C: -1.616 -16.410 18.458
H: -0.739 -15.696 15.408
H: -3.272 -16.265 15.048
H: -4.598 -16.681 17.140
H: -3.474 -16.814 19.282
H: -1.147 -16.419 19.431
C: -3.044 -18.965 14.946
N: -4.394 -18.329 14.894
O: -4.554 -17.241 14.431
O: -5.308 -19.036 15.367
H: -2.484 -18.546 15.782
H: -2.557 -18.718 14.003
H: -2.989 -20.051 15.021
C: -2.311 -14.240 12.834
N: -2.048 -15.300 13.884
O: -1.476 -16.401 13.671
O: -2.267 -14.886 15.028
H: -1.973 -13.321 13.313
H: -3.371 -14.170 12.586
H: -1.832 -14.560 11.909
C: -7.216 -17.408 17.271
N: -6.471 -17.541 15.992
O: -5.317 -17.148 16.076
O: -7.011 -18.088 15.026
H: -8.288 -17.592 17.199
H: -6.848 -16.420 17.546
H: -6.789 -18.190 17.898
C: -5.137 -15.617 15.273
N: -5.398 -14.343 14.610
O: -6.461 -13.791 14.763
O: -4.470 -13.852 13.962
H: -4.130 -15.951 15.022
H: -5.825 -16.392 14.935
H: -5.430 -15.437 16.308
C: -2.152 -18.807 20.484
N: -1.755 -17.689 21.240
O: -2.310 -16.628 21.138
O: -0.854 -17.973 22.026
H: -1.394 -19.556 20.253
H: -2.666 -18.394 19.616
H: -2.885 -19.324 21.103
C: 1.593 -18.222 18.440
N: 0.500 -18.239 19.411
O: 0.096 -19.315 19.725
O: 0.104 -17.127 19.852
H: 1.539 -19.125 17.831
H: 2.516 -18.085 19.003
H: 1.454 -17.402 17.734
C: -3.942 -19.030 17.562
Cl: -4.842 -18.350 18.942
Cl: -2.422 -19.815 18.118
H: -4.528 -19.863 17.173
H: -3.821 -18.266 16.793
C: -3.503 -14.145 18.152
Cl: -3.807 -13.641 16.387
Cl: -4.973 -15.060 18.602
H: -2.569 -14.701 18.236
H: -3.356 -13.220 18.710
C: 0.515 -14.556 16.884
Cl: 1.909 -13.426 17.172
Cl: 0.458 -15.092 15.176
H: 0.628 -15.435 17.519
H: -0.367 -13.945 17.078

Force components x, y, z for each atom (eV/Å):
N -5.859 -3.853 -3.098
C 0.592 -6.299 8.845
C 0.656 -6.262 5.055
C 1.501 -1.349 1.210
C 1.999 -1.145 -0.092
C -0.121 0.959 0.531
H -4.167 -3.350 1.577
H 3.907 -2.402 1.731
H 2.514 1.284 1.293
H 0.525 0.922 -0.592
H -1.272 0.743 -1.066
C 1.522 0.471 -1.049
N 1.338 -7.116 -2.530
O 3.548 -7.829 -10.342
O 6.090 -4.021 -2.956
H 0.226 0.135 -0.518
H 0.077 0.334 0.167
H -1.088 0.161 0.224
C 0.390 -1.139 -1.063
N 1.699 1.402 -1.436
O -2.097 1.650 -0.221
O 0.491 8.485 -9.717
H 0.044 -0.116 -0.462
H 0.508 -0.210 0.270
H 0.639 0.216 0.329
C 0.212 -0.191 -0.524
N -4.793 -1.321 1.954
O -9.755 -4.755 9.258
O -1.388 3.656 0.839
H 0.195 0.517 -0.485
H -0.878 -0.061 0.804
H -0.216 0.380 0.045
C -4.966 6.484 -0.818
N -0.525 1.331 -0.970
O -0.027 -0.259 -0.130
O -1.499 0.133 -0.067
H -4.271 3.665 0.846
H -0.971 4.955 -3.084
H 0.239 1.732 -0.790
C -3.234 -0.806 -0.374
N 1.909 -1.288 2.941
O -0.336 0.619 0.458
O -0.414 1.060 0.568
H -0.964 1.128 0.798
H 0.641 -0.312 1.124
H -0.370 0.136 0.071
C 0.257 0.485 -1.232
N 0.617 3.212 0.198
O 1.610 -1.264 -0.053
O 3.810 -3.632 -0.014
H 0.239 -0.153 0.547
H -0.044 -0.222 -0.155
H -0.030 0.219 0.390
C -0.413 -1.950 0.986
Cl -1.062 -1.762 0.080
Cl -0.469 -0.731 -2.572
H 0.062 0.301 0.302
H 0.544 -0.690 1.711
C -0.596 2.472 -1.334
Cl 0.743 2.789 4.116
Cl -0.954 2.932 2.055
H -0.830 0.417 -0.223
H -0.824 -0.066 0.144
C 3.178 2.833 0.036
Cl 0.207 0.346 -0.442
Cl 10.203 4.673 -2.544
H 1.096 1.511 -0.509
H 0.403 -0.196 -0.042

2S+1: 1
Energy relative to the best compared isomer or geometry (same formula, charge and spin) in kcal/mol: 363.8
LUMO level in eV: -1.5
HOMO energy in eV: -7.4
DFT total energy in eV: -125069.104

These are the natural (NBO) partial charges, in e, on atoms 1 to 6: number 1, N, carries -0.590; number 2, C, carries 0.142; number 3, C, carries -0.269; number 4, C, carries -0.346; number 5, C, carries -0.357; number 6, C, carries -0.074

=====

Entry 3:
A molecular structure, C14H29EuP2 at a distorted geometry. Source: OMol25; level of theory: ωB97M-V/def2-TZVPD.

Cartesian coordinates (Å):
C: -0.660 -1.220 -3.814
C: -0.924 -0.425 -4.930
C: -0.706 0.964 -4.999
C: -0.156 1.713 -3.937
C: 0.165 1.111 -2.728
Eu: -0.341 -0.613 -1.985
P: -0.156 -2.840 -1.197
H: -0.926 -2.288 -3.926
H: -1.297 -0.920 -5.839
H: -0.918 1.476 -5.947
H: 0.767 1.699 -2.001
H: 0.110 2.762 -4.130
H: 1.081 -3.206 -0.591
H: -0.186 -3.889 -2.163
H: -0.971 -3.521 -0.236
C: 2.036 -1.561 2.216
C: 0.551 -1.189 2.249
C: 0.157 -0.710 3.653
P: 0.087 -0.144 0.761
C: -1.741 -0.055 1.063
C: -2.121 1.110 1.998
C: -2.479 0.174 -0.260
C: 1.112 1.394 0.682
C: 1.309 2.090 2.031
C: 2.481 1.111 0.040
H: 2.673 -0.691 2.459
H: 2.313 -1.970 1.222
H: 2.249 -2.344 2.975
H: -0.001 -2.145 2.107
H: 0.579 0.272 3.919
H: -0.941 -0.715 3.770
H: 0.516 -1.444 4.406
H: -2.100 -1.028 1.463
H: -1.837 2.079 1.534
H: -3.219 1.118 2.164
H: -1.648 1.082 2.988
H: -2.324 -0.681 -0.944
H: -3.574 0.243 -0.084
H: -2.138 1.113 -0.750
H: 0.556 2.106 0.048
H: 1.933 1.479 2.710
H: 1.844 3.052 1.879
H: 0.340 2.320 2.511
H: 2.370 0.609 -0.941
H: 3.030 2.064 -0.114
H: 3.112 0.459 0.668

Force components x, y, z for each atom (eV/Å):
C -0.970 -2.560 -6.350
C -0.067 -0.241 0.088
C 0.012 0.667 -0.460
C 0.080 -0.525 -0.570
C 2.783 5.726 -1.982
Eu -2.417 4.283 5.367
P 1.136 -7.244 2.284
H 0.133 -0.011 -0.554
H -0.108 0.364 0.174
H 0.093 -0.209 0.386
H -0.101 0.177 -0.419
H -0.333 -0.213 0.020
H -0.208 -0.254 -0.054
H 0.035 0.001 0.307
H 0.230 0.192 -0.189
C 0.356 -0.315 -0.021
C 0.241 -0.083 0.433
C -0.246 -0.377 0.518
P 0.754 -2.609 1.032
C -0.380 1.414 0.161
C -0.538 0.298 0.229
C -0.443 0.112 -0.189
C -0.345 0.895 0.816
C 0.128 0.509 0.361
C 0.122 -0.299 -0.438
H -0.198 -0.410 -0.182
H 0.017 0.333 0.549
H -0.128 0.436 -0.413
H 0.109 0.557 -0.296
H -0.301 -0.381 -0.123
H 0.480 0.278 -0.025
H -0.026 0.380 -0.406
H 0.661 0.459 -0.007
H -0.238 -0.525 0.164
H 0.539 0.103 -0.122
H -0.082 -0.117 -0.381
H -0.689 0.239 0.348
H 0.656 0.021 -0.205
H -0.257 -0.475 0.125
H 0.132 -0.408 0.000
H -0.364 0.293 -0.248
H -0.262 -0.484 0.088
H 0.569 -0.140 -0.102
H 0.153 0.354 0.408
H -0.390 -0.521 0.042
H -0.327 0.309 -0.166

2S+1: 7
LUMO level (alpha / beta) in eV: 0.2 / 0.2
HOMO energy (alpha / beta) in eV: -5.4 / -5.5
DFT total energy in eV: -52882.485

These are the Löwdin partial charges, in e, on atoms 1 to 6: number 1, C, carries -0.439; number 2, C, carries -0.259; number 3, C, carries -0.213; number 4, C, carries -0.239; number 5, C, carries -0.398; number 6, Eu, carries 0.969

=====

Entry 4:
8 unconnected molecules or ions with the total composition C14H29F3O14 at a distorted geometry. Source: OMol25; level of theory: ωB97M-V/def2-TZVPD.

Cartesian coordinates (Å):
O: 2.233 10.959 0.667
C: 2.005 9.770 0.469
O: 1.195 9.208 -0.476
C: 1.084 7.765 -0.225
C: 2.388 7.577 0.489
F: 3.429 7.488 -0.399
O: 2.539 8.775 1.177
H: 0.186 7.579 0.365
H: 1.063 7.183 -1.146
H: 2.382 6.706 1.143
O: 2.167 1.928 -0.952
C: 1.042 1.379 -0.931
O: 0.039 1.702 -1.659
C: -1.066 0.848 -1.484
C: -0.553 -0.005 -0.351
F: -0.367 -1.250 -0.733
O: 0.705 0.426 -0.093
H: -1.985 1.288 -1.098
H: -1.161 0.225 -2.374
H: -1.238 0.055 0.495
O: -0.246 -4.439 6.167
C: -0.001 -5.082 5.145
O: 0.602 -6.292 5.046
C: 1.002 -6.575 3.792
C: 0.268 -5.515 2.934
F: -0.890 -5.927 2.425
O: -0.169 -4.529 3.876
H: 2.055 -6.477 3.529
H: 0.708 -7.527 3.351
H: 0.780 -5.151 2.043
C: -2.239 -4.243 -6.380
O: -2.792 -3.649 -7.578
H: -1.751 -5.151 -6.736
H: -1.510 -3.651 -5.828
H: -2.989 -4.487 -5.629
H: -2.228 -2.890 -7.741
C: 3.844 -1.005 4.180
O: 4.304 -1.937 3.230
H: 3.146 -0.223 3.883
H: 3.406 -1.564 5.007
H: 4.711 -0.457 4.550
H: 5.060 -1.483 2.850
C: -6.676 -2.339 -1.307
O: -5.982 -2.162 -0.197
H: -6.194 -1.814 -2.132
H: -6.603 -3.371 -1.649
H: -7.677 -2.033 -1.003
H: -6.314 -2.876 0.352
C: 6.835 -2.939 -1.907
O: 7.015 -1.653 -1.407
H: 6.166 -3.443 -1.210
H: 6.223 -2.818 -2.801
H: 7.784 -3.462 -2.024
H: 6.513 -0.999 -1.899
C: -5.219 4.435 0.496
O: -5.365 5.439 -0.519
H: -4.233 4.350 0.952
H: -5.962 4.776 1.217
H: -5.532 3.436 0.193
H: -5.937 6.118 -0.155

Force components x, y, z for each atom (eV/Å):
O -0.960 -3.362 -0.814
C -0.130 2.712 -0.374
O -0.499 0.228 -0.135
C 0.486 1.237 -0.627
C -0.316 -0.597 0.323
F -0.175 -0.295 -0.011
O 1.052 -0.596 1.369
H 0.213 -0.046 0.165
H -0.078 0.431 -0.118
H 0.417 0.274 0.212
O -3.842 -1.913 -0.076
C 5.982 2.601 0.839
O -1.877 2.203 -2.590
C 0.255 -0.923 0.536
C -1.220 0.019 0.300
F -0.659 -2.842 -0.639
O 1.240 0.183 2.089
H 0.152 0.754 -0.873
H -0.480 0.246 -0.005
H 0.424 -0.334 0.435
O 0.538 -2.746 -3.075
C -0.001 3.257 1.656
O -0.614 0.229 2.853
C -0.219 0.684 -4.309
C -0.145 0.968 0.559
F -1.714 -1.703 -0.900
O 1.502 -1.111 0.786
H 0.358 0.185 0.980
H -0.332 -0.357 0.798
H 0.644 0.631 0.648
C 0.012 -0.622 -0.543
O 0.376 0.353 1.215
H 0.087 -0.204 0.500
H 0.121 0.398 -0.436
H -0.393 -0.051 -0.403
H -0.201 0.126 -0.332
C 0.367 0.177 1.261
O -0.115 0.381 -0.526
H -0.302 -0.310 -0.716
H -0.058 0.109 0.021
H 0.013 0.061 0.448
H 0.075 -0.450 -0.511
C -1.470 -0.386 -2.987
O 2.834 -0.097 3.790
H -0.565 0.673 0.004
H -0.617 -0.396 -0.088
H -0.713 -0.027 -1.551
H 0.549 0.248 0.828
C -1.561 0.179 -0.075
O 0.895 1.423 0.797
H 0.273 -0.644 0.123
H 0.501 -0.763 -0.579
H -0.170 0.046 -0.227
H 0.053 -0.232 -0.019
C -1.362 0.744 0.442
O 0.712 -0.542 -0.359
H 0.130 0.424 -0.204
H 0.354 -0.700 0.831
H 0.030 0.109 -0.546
H 0.142 -0.043 -0.159

2S+1: 1
Energy relative to the best compared isomer or geometry (same formula, charge and spin) in kcal/mol: 63.2
LUMO level in eV: -0.1
HOMO energy in eV: -10.3
SMILES: O=C1OC[C@@H](F)O1.O=C1OC[C@@H](F)O1.O=C1OC[C@@H](F)O1.CO.CO.CO.CO.CO
DFT total energy in eV: -51800.693

These are the natural (NBO) partial charges, in e, on atoms 1 to 6: number 1, O, carries -0.562; number 2, C, carries 0.971; number 3, O, carries -0.493; number 4, C, carries -0.127; number 5, C, carries 0.430; number 6, F, carries -0.338

=====

- Which value of 2S+1 does entry 3 give?
  7